No. 1
C2HClN2O | the ωB97M-V functional and the def2-TZVPD basis

Orbital gap ... 8.312 eV
Net charge ... 0
Energy above the lowest of the compared OMol25 structures with the same formula, charge and spin ... 579.1 kJ/mol
Calculated total energy ... -19633.9124 eV
Max |F| ... 5.74 eV/Å
2S+1 ... 1
LUMO energy ... -0.797 eV
Highest occupied orbital energy ... -9.1 eV

The geometry in XYZ format:
```
7
Properties=species:S:1:pos:R:3:forces:R:3:lowdin_charge:R:1
C -1.21645 0.20311 0.00070 0.6 -1.8 0.0 -0.409
C 1.26246 0.07135 0.00205 -5.3 2.1 0.0 -0.611
N -0.56335 1.27388 0.00173 3.8 -0.1 0.0 0.186
N -0.69423 -1.05364 -0.00160 -2.4 -0.9 0.0 -0.010
O 0.64033 -1.02808 0.00128 2.8 0.7 0.0 -0.086
Cl 2.87006 0.36212 -0.00247 0.6 -0.3 0.0 0.810
H -2.29884 0.17125 -0.00168 -0.1 0.3 0.0 0.122
```
Positions in Å, forces in eV/Å.

=====

No. 2
C2HClN2O2 | the ωB97M-V functional and the def2-TZVPD basis

Orbital gap (alpha / beta) ... 8.359 / 8.345 eV
Net charge ... 0
SMILES string ... [O-][n+]1oncc1Cl
Energy above the lowest of the compared OMol25 structures with the same formula, charge and spin ... 612.5 kJ/mol
Calculated total energy ... -21681.0174 eV
Max |F| ... 6.18 eV/Å
2S+1 ... 1
LUMO energy (alpha / beta) ... -0.319 / -0.334 eV
Highest occupied orbital energy (alpha / beta) ... -8.7 / -8.7 eV

The geometry in XYZ format:
```
8
Properties=species:S:1:pos:R:3:forces:R:3:lowdin_charge:R:1
C -0.22916 -0.11988 -0.08790 0.9 -1.2 0.6 -0.168
C -1.44788 0.43294 0.07671 -3.6 -3.7 -0.8 -0.609
N -0.26551 -1.48944 0.00471 1.7 1.8 -0.3 0.009
N -2.45452 -0.97691 -0.03399 3.4 5.1 0.6 -0.205
O -3.64209 -1.11798 -0.08207 0.8 -0.6 0.3 0.071
O -1.51395 -1.92748 0.14071 -1.5 -0.9 -0.5 0.000
Cl -2.31612 1.83055 0.00310 -0.1 0.7 -0.1 0.754
H 0.76373 0.43014 -0.17906 -1.6 -1.1 0.2 0.148
```
Positions in Å, forces in eV/Å.

=====

No. 3
C2HClN4O | the ωB97M-V functional and the def2-TZVPD basis

Orbital gap ... 9.823 eV
Net charge ... 0
SMILES string ... Oc1nnnnc1Cl
Energy above the lowest of the compared OMol25 structures with the same formula, charge and spin ... 0.0 kJ/mol
Calculated total energy ... -22617.3098 eV
Max |F| ... 3.40 eV/Å
2S+1 ... 1
LUMO energy ... -0.888 eV
Highest occupied orbital energy ... -10.7 eV

The geometry in XYZ format:
```
9
Properties=species:S:1:pos:R:3:forces:R:3:lowdin_charge:R:1
C -0.18992 -0.43223 -0.41470 -1.7 -1.4 1.6 -0.366
C 0.47179 0.79940 -0.34589 1.3 -0.1 -1.8 -0.670
H -1.10699 -1.88033 -1.21979 1.4 2.2 -1.1 0.185
N -0.53484 -1.01276 0.78844 1.0 2.7 -1.7 0.106
N -0.32601 -0.23628 1.87391 0.0 -0.9 0.1 -0.031
N 0.25830 0.92705 1.87236 -0.5 -0.7 0.0 -0.019
N 0.73468 1.42870 0.74589 -0.4 -0.1 0.6 0.025
O -0.59493 -1.03371 -1.56138 -0.5 -1.6 2.4 0.053
Cl 1.28792 1.44015 -1.73884 -0.5 -0.2 -0.2 0.719
```
Positions in Å, forces in eV/Å.

=====

No. 4
C2HClO2 | the ωB97M-V functional and the def2-TZVPD basis

Orbital gap (alpha / beta) ... 8.407 / 8.408 eV
Net charge ... 0
Energy above the lowest of the compared OMol25 structures with the same formula, charge and spin ... 241.4 kJ/mol
Calculated total energy ... -18704.3082 eV
Max |F| ... 4.91 eV/Å
2S+1 ... 1
LUMO energy (alpha / beta) ... -1.848 / -1.846 eV
Highest occupied orbital energy (alpha / beta) ... -10.3 / -10.3 eV

The geometry in XYZ format:
```
6
Properties=species:S:1:pos:R:3:forces:R:3:lowdin_charge:R:1
C 0.90160 0.45811 0.03341 -1.9 -0.2 -0.2 -0.738
C -0.71238 -0.18988 -0.36227 4.3 -2.1 1.2 -0.266
O 1.72161 0.47733 -0.77279 2.5 0.1 -2.1 0.158
O 0.56430 0.68626 1.16309 -1.2 0.1 1.1 0.110
Cl -0.91397 -1.75555 0.19626 -0.2 0.0 -0.3 0.744
H -1.56116 0.32373 -0.25770 -3.5 2.3 0.3 -0.009
```
Positions in Å, forces in eV/Å.

=====

No. 5
C2HClO3S | the ωB97M-V functional and the def2-TZVPD basis

Orbital gap ... 10.246 eV
Net charge ... 0
SMILES string ... O=COSC(=O)Cl
Energy above the lowest of the compared OMol25 structures with the same formula, charge and spin ... 0.0 kJ/mol
Calculated total energy ... -31588.8889 eV
Max |F| ... 5.80 eV/Å
2S+1 ... 1
LUMO energy ... -0.288 eV
Highest occupied orbital energy ... -10.5 eV

The geometry in XYZ format:
```
8
Properties=species:S:1:pos:R:3:forces:R:3:lowdin_charge:R:1
C -0.39001 0.27644 -1.85249 -4.5 -3.1 1.9 -0.456
C 0.40230 -0.26526 1.97390 0.2 0.3 -2.2 -1.183
O 0.24236 -0.80409 2.99347 -0.1 -0.4 2.0 0.016
O -0.06106 1.01324 -2.68210 1.6 1.4 -1.2 0.138
O 0.25712 -0.01304 -0.68146 0.1 -0.1 0.3 -0.445
S -0.56857 -0.82888 0.61252 0.3 0.5 -1.6 1.033
Cl 1.56344 0.94386 1.55504 0.3 0.3 0.6 0.734
H -1.44557 -0.32228 -1.91889 2.1 1.1 0.2 0.162
```
Positions in Å, forces in eV/Å.

=====

No. 6
C2HDyFO2 | the ωB97M-V functional and the def2-TZVPD basis

Orbital gap (alpha / beta) ... 8.821 / 4.687 eV
⟨S²⟩ ... 12.747
Net charge ... +2
Calculated total energy ... -32961.2353 eV
Max |F| ... 3.87 eV/Å
2S+1 ... 7
LUMO energy (alpha / beta) ... -10.601 / -13.383 eV
Highest occupied orbital energy (alpha / beta) ... -19.4 / -18.1 eV

The geometry in XYZ format:
```
7
Properties=species:S:1:pos:R:3:forces:R:3:lowdin_spin:R:1
C -0.53495 0.49073 0.44541 1.5 0.6 0.4 0.185
C -1.54518 -0.12010 -0.17630 -2.6 -2.6 -1.2 0.065
O -2.37043 -0.80560 -0.60425 1.8 1.9 0.8 0.089
Dy 2.49356 0.17347 -1.00597 -0.2 -1.0 0.8 4.463
F 0.37297 1.19691 -0.35546 -0.2 -0.2 0.0 -0.018
H -0.45124 0.65064 1.51584 -0.1 0.0 -0.2 0.001
O 2.03527 -1.58606 0.18073 -0.2 1.3 -0.7 1.213
```
Positions in Å, forces in eV/Å.

=====

No. 7
C2HEuFO | the ωB97M-V functional and the def2-TZVPD basis

Orbital gap (alpha / beta) ... 6.949 / 7.211 eV
⟨S²⟩ ... 15.758
Net charge ... +2
Energy above the lowest of the compared OMol25 structures with the same formula, charge and spin ... 0.0 kJ/mol
Calculated total energy ... -26163.2616 eV
Max |F| ... 2.46 eV/Å
2S+1 ... 8
LUMO energy (alpha / beta) ... -10.477 / -10.226 eV
Highest occupied orbital energy (alpha / beta) ... -17.4 / -17.4 eV

The geometry in XYZ format:
```
6
Properties=species:S:1:pos:R:3:forces:R:3:lowdin_spin:R:1
H -1.54853 -1.82414 0.64532 -0.9 0.2 -1.1 0.000
C -0.59832 -0.25107 0.06563 -0.8 0.1 -0.9 0.001
C -1.73213 -0.92104 -0.00914 0.6 -0.2 2.4 -0.002
O 0.46208 0.22408 -0.16840 1.4 0.8 0.2 -0.012
F -2.90070 -0.30044 -0.00582 0.2 -0.5 -0.4 0.000
Eu 2.29518 1.87601 0.28913 -0.4 -0.5 -0.2 7.014
```
Positions in Å, forces in eV/Å.

=====

No. 8
C2HF2IO | the ωB97M-V functional and the def2-TZVPD basis

Orbital gap ... 8.211 eV
Net charge ... 0
Energy above the lowest of the compared OMol25 structures with the same formula, charge and spin ... 350.7 kJ/mol
Calculated total energy ... -17668.7841 eV
Max |F| ... 3.93 eV/Å
2S+1 ... 1
LUMO energy ... -0.436 eV
Highest occupied orbital energy ... -8.6 eV

The geometry in XYZ format:
```
7
Properties=species:S:1:pos:R:3:forces:R:3:lowdin_charge:R:1
C -0.64797 -0.35907 0.30654 -1.1 1.1 0.4 -0.066
C 2.77347 -1.48904 -0.03925 1.3 -2.2 0.4 -0.548
O -0.77039 -1.45342 0.17580 -0.3 -1.9 -0.3 0.121
F 3.58556 -1.65583 -1.11949 -0.3 0.0 0.2 -0.119
F 3.68377 -1.40101 0.98708 -0.3 -0.3 -0.3 -0.144
I 2.20206 0.69068 -0.18915 1.8 3.3 -1.1 1.133
H 0.81131 0.31359 0.36574 -1.1 0.0 0.6 -0.377
```
Positions in Å, forces in eV/Å.

=====

No. 9
C2HF2NO3 | the ωB97M-V functional and the def2-TZVPD basis

Orbital gap ... 10.946 eV
Net charge ... 0
SMILES string ... O=C(F)[C@@H](F)[N+](=O)[O-]
Energy above the lowest of the compared OMol25 structures with the same formula, charge and spin ... 21.2 kJ/mol
Calculated total energy ... -15153.2515 eV
Max |F| ... 3.60 eV/Å
2S+1 ... 1
LUMO energy ... -0.842 eV
Highest occupied orbital energy ... -11.8 eV

The geometry in XYZ format:
```
9
Properties=species:S:1:pos:R:3:forces:R:3:lowdin_charge:R:1
C 1.06517 -0.32571 -0.67972 -0.5 -1.7 -0.7 -0.256
C -0.14450 -0.39618 0.65707 3.2 1.0 -1.4 -0.087
N -1.06909 0.64259 0.09167 0.5 0.6 1.1 -0.397
O -1.68403 0.21559 -0.83822 -1.1 0.0 -0.8 0.118
O 0.89680 -1.06127 -1.59738 0.1 0.9 1.3 0.157
O -1.02242 1.77087 0.53021 -0.2 -0.5 -0.1 0.130
F 2.17473 0.52204 -0.73305 -2.2 -0.8 1.4 0.074
F 0.46570 -0.01304 1.77810 -0.5 0.1 0.0 0.083
H -0.68236 -1.35488 0.79131 0.6 0.5 -0.7 0.178
```
Positions in Å, forces in eV/Å.

=====

No. 10
C2HF2NO3S | the ωB97M-V functional and the def2-TZVPD basis

Orbital gap ... 10.539 eV
Net charge ... 0
Energy above the lowest of the compared OMol25 structures with the same formula, charge and spin ... 32.1 kJ/mol
Calculated total energy ... -25990.3663 eV
Max |F| ... 4.46 eV/Å
2S+1 ... 1
LUMO energy ... -0.674 eV
Highest occupied orbital energy ... -11.2 eV

The geometry in XYZ format:
```
10
Properties=species:S:1:pos:R:3:forces:R:3:lowdin_charge:R:1
C -0.64072 0.11118 1.10645 -2.9 -2.1 2.6 -0.301
C -1.58739 -0.15754 2.20367 -0.8 0.3 -1.6 -0.472
N -0.13393 -0.33282 0.09956 1.7 0.3 -1.8 0.157
O -0.67249 0.88492 2.19023 1.6 2.1 0.8 0.237
O -1.12683 -0.55916 -2.88878 -0.5 -0.9 1.3 -0.454
O 0.25772 -2.37876 -2.11163 -1.5 0.3 0.7 -0.459
F -1.39703 -1.05200 3.15809 -0.4 0.2 -0.2 0.187
F -2.86699 0.28490 2.12979 0.9 -0.7 0.5 0.143
S -1.00826 -1.67170 -1.95461 2.0 0.4 -2.1 0.853
H 0.70267 0.15123 -0.21535 0.1 0.1 -0.2 0.109
```
Positions in Å, forces in eV/Å.